Computed, not measured: the molecule CN2O2S, with ωB97M-V with the def2-TZVPD basis set.

The geometry in XYZ format:
```
6
Properties=species:S:1:pos:R:3:forces:R:3:mulliken_charge:R:1
C 1.419125 -0.353628 0.000147 -0.8134 -0.3916 -0.0008 0.352
N 2.375179 0.275582 -0.000354 0.7872 0.4660 0.0004 -0.290
N -1.253981 0.045796 -0.000111 1.4991 -0.6090 0.0043 0.939
O -2.351315 -0.392157 -0.000400 -1.0743 -0.2585 -0.0018 -0.521
O -0.839167 1.151124 0.000600 -0.1566 0.9357 -0.0014 -0.470
S 0.038818 -1.312703 0.000273 -0.2421 -0.1425 -0.0006 -0.010
```
Forces are in eV/Å.

2S+1	1
frontier orbital gap	9.9	eV
HOMO level	-11.14	eV
relative energy (zero: lowest compared OMol25 entry of this formula, charge and spin)	391.2	kJ/mol
SMILES	N#CS[N+](=O)[O-]


Computed, not measured: a structure of composition CN2O3, with ωB97M-V with the def2-TZVPD basis set.

The geometry in XYZ format:
```
6
Properties=species:S:1:pos:R:3:forces:R:3:mulliken_charge:R:1
O -1.930589 0.178410 0.545431 0.9414 0.2471 -0.0157 -0.416
C -0.765889 0.226174 0.333055 0.0077 -0.7055 -0.5313 0.627
O 0.252528 0.935944 0.648335 0.3871 -0.5140 -0.4655 -0.324
N 1.584930 0.229115 -0.164526 -1.2854 0.0960 0.3426 0.050
N 1.070716 -0.680551 -0.737757 0.4425 0.3657 0.1821 0.224
O -0.200594 -0.889284 -0.624079 -0.4933 0.5108 0.4877 -0.163
```
Forces are in eV/Å.

2S+1	1
frontier orbital gap	11.0	eV
HOMO level	-11.88	eV
relative energy (zero: lowest compared OMol25 entry of this formula, charge and spin)	243.9	kJ/mol


Computed, not measured: a cluster of 2 separate species, CN2O3S in total, with ωB97M-V with the def2-TZVPD basis set.

The geometry in XYZ format:
```
7
Properties=species:S:1:pos:R:3:forces:R:3:mulliken_charge:R:1
C -1.043184 -0.907229 -0.115091 -1.1572 2.7939 -1.3090 0.339
N -0.540657 -1.825766 0.294780 1.1237 -3.3713 1.2941 -0.310
N 1.339576 0.237476 -0.083474 -1.4508 0.6079 -0.8099 0.731
O 1.408446 0.559780 1.036879 0.8171 0.1146 1.1181 -0.349
O 2.012512 -0.199373 -0.936830 1.0531 -0.3957 -0.2678 -0.415
O -1.880888 1.412576 0.470824 -0.5030 0.8343 0.8881 -0.369
S -1.295807 0.722534 -0.667091 0.1172 -0.5837 -0.9137 0.374
```
Forces are in eV/Å.

2S+1	1
frontier orbital gap (alpha / beta)	8.0 / 8.7	eV
HOMO level (alpha / beta)	-10.27 / -10.13	eV
relative energy (zero: lowest compared OMol25 entry of this formula, charge and spin)	167.6	kJ/mol


Computed, not measured: a cluster of 3 separate species, CN3O4 in total, with ωB97M-V with the def2-TZVPD basis set.

The geometry in XYZ format:
```
8
Properties=species:S:1:pos:R:3:forces:R:3:mulliken_charge:R:1
C -2.650015 -1.481184 0.006239 4.7830 7.4082 -0.2646 0.670
N 4.859136 -0.592787 0.266501 0.8798 0.0377 -0.3165 -0.004
N 5.894263 -0.564163 -0.090271 -0.8860 -0.0337 0.3144 0.004
N -1.154368 1.893961 -0.045323 0.6047 1.1341 -0.6225 1.382
O -3.165037 -2.475476 0.023315 -1.1352 -1.7172 0.0671 -0.169
O -1.820095 2.339762 0.709852 -1.1931 -0.1750 1.2888 -0.182
O -0.423646 1.674391 -0.843431 0.5873 -1.0242 -0.6748 -0.176
O -1.993988 -0.388925 -0.027454 -3.6405 -5.6299 0.2081 -0.525
```
Forces are in eV/Å.

2S+1	1
frontier orbital gap	9.1	eV
total charge	+1
HOMO level	-16.82	eV
relative energy (zero: lowest compared OMol25 entry of this formula, charge and spin)	32.3	kJ/mol


Computed, not measured: a cluster of 2 separate species, CN3O4S in total, with ωB97M-V with the def2-TZVPD basis set.

The geometry in XYZ format:
```
9
Properties=species:S:1:pos:R:3:forces:R:3:mulliken_charge:R:1
C -1.936149 -1.765917 0.960548 -2.0324 1.1654 1.4703 0.558
N -2.822227 -1.288741 1.559842 0.7375 -0.6981 -0.8138 -0.578
N -0.891223 -2.373343 0.472728 1.0423 -1.9282 0.0230 -0.770
N -0.132213 -1.571335 -0.219796 0.4890 2.5377 -0.2985 1.147
O 2.580007 2.842320 -1.472938 -1.3903 -1.1457 0.1969 -0.405
O -0.627902 -0.461183 -0.561779 0.6438 -0.2956 -0.3404 -0.672
O 1.059832 -1.828338 -0.447478 -0.8170 -0.6397 -0.0390 -0.672
O 1.364221 3.774943 0.331414 -0.9687 -1.4101 -0.3567 -0.410
S 1.405655 2.671594 -0.622542 2.2960 2.4142 0.1582 0.801
```
Forces are in eV/Å.

2S+1	1
frontier orbital gap	6.5	eV
total charge	-1
HOMO level	-5.17	eV
relative energy (zero: lowest compared OMol25 entry of this formula, charge and spin)	176.0	kJ/mol


Computed, not measured: a cluster of 2 separate species, CN4O2 in total, with ωB97M-V with the def2-TZVPD basis set.

The geometry in XYZ format:
```
7
Properties=species:S:1:pos:R:3:forces:R:3:mulliken_charge:R:1
C 0.134443 0.505527 1.929562 2.1757 1.2197 0.0689 0.093
N 0.585730 1.070483 -2.067701 -1.1657 2.2486 2.8938 -0.305
N -1.035431 0.325761 1.296877 -0.9289 0.1923 -1.0001 -0.262
N 0.964706 0.296737 -2.739389 -0.4073 0.9584 -0.1184 0.841
N -0.738139 -0.472385 2.272489 0.0360 1.5577 -1.0391 0.720
O 1.320360 -0.402221 -3.563978 1.5700 -3.2091 -2.7639 -0.533
O -1.231670 -1.323901 2.872140 -1.2797 -2.9676 1.9588 -0.554
```
Forces are in eV/Å.

2S+1	1
frontier orbital gap	10.1	eV
HOMO level	-10.51	eV
relative energy (zero: lowest compared OMol25 entry of this formula, charge and spin)	618.6	kJ/mol


Computed, not measured: the ion CN4O2S2 with charge -2, with ωB97M-V with the def2-TZVPD basis set.

The geometry in XYZ format:
```
9
Properties=species:S:1:pos:R:3:forces:R:3:mulliken_charge:R:1
C -0.964595 0.669122 -0.040648 -1.0663 -1.8710 0.3690 0.441
N -1.997237 0.057216 0.550964 -0.6441 0.0363 -0.1414 -0.426
N -1.819028 -1.251655 0.284750 -2.4104 -0.1117 1.9191 -0.370
N -0.758790 -1.465480 -0.322314 2.0343 -0.8793 -1.5741 -0.433
N -0.198121 -0.281211 -0.612064 1.5042 0.8182 -0.2627 -0.047
O 2.657405 -0.110091 -1.020621 1.0626 -0.2905 -1.8596 -0.565
O 1.964187 -0.332963 1.223211 -0.4652 0.7802 -0.3326 -0.567
S -0.649071 2.289141 -0.030614 0.0526 2.8531 -0.1506 -0.699
S 1.765247 0.425917 -0.032665 -0.0676 -1.3354 2.0330 0.665
```
Forces are in eV/Å.

2S+1	1
frontier orbital gap	5.6	eV
total charge	-2
HOMO level	0.44	eV
relative energy (zero: lowest compared OMol25 entry of this formula, charge and spin)	71.5	kJ/mol


Computed, not measured: the ion CN5O with charge +1, with ωB97M-V with the def2-TZVPD basis set.

The geometry in XYZ format:
```
7
Properties=species:S:1:pos:R:3:forces:R:3:mulliken_charge:R:1
C -1.124666 0.022374 0.000367 -1.4907 0.4198 -0.0084 0.501
N -0.176520 -1.114800 -0.001737 0.7897 -1.2800 0.0070 0.217
N -0.191960 1.102546 -0.001537 0.4113 1.6929 -0.0003 0.059
N 0.983098 -1.084962 0.000358 -1.0128 -1.3791 -0.0061 0.189
N 1.792962 0.069632 0.001338 2.7114 0.5577 0.0031 -0.206
N 0.987766 1.001065 0.000040 -1.5206 0.0636 0.0012 0.395
O -2.270678 0.004147 0.001170 0.1117 -0.0749 0.0036 -0.156
```
Forces are in eV/Å.

2S+1	1
frontier orbital gap	9.0	eV
total charge	+1
HOMO level	-18.30	eV
relative energy (zero: lowest compared OMol25 entry of this formula, charge and spin)	405.7	kJ/mol
SMILES	O=C1N=NN=[N+]=N1


Computed, not measured: the ion CN5O with charge +1, with ωB97M-V with the def2-TZVPD basis set.

The geometry in XYZ format:
```
7
Properties=species:S:1:pos:R:3:forces:R:3:lowdin_spin:R:1
C -1.196570 0.130920 -0.017382 4.9380 -1.6830 -0.0793 0.066
N -0.148386 -1.236662 0.015154 -1.3951 -0.2356 -0.2767 0.291
N -0.225200 1.073896 0.013085 -4.4538 2.8693 0.6860 0.545
N 0.998866 -1.146587 -0.039761 1.0596 -3.4072 0.2373 0.181
N 1.814469 0.150095 0.040889 0.9208 -1.8107 0.2144 0.497
N 0.970774 1.009360 -0.026615 2.7474 4.3725 -0.8139 0.245
O -2.306935 0.021985 0.003673 -3.8169 -0.1053 0.0322 0.173
```
Forces are in eV/Å.

2S+1	3
<S²>	2.037
frontier orbital gap (alpha / beta)	7.9 / 6.7	eV
total charge	+1
HOMO level (alpha / beta)	-15.10 / -18.12	eV
relative energy (zero: lowest compared OMol25 entry of this formula, charge and spin)	99.4	kJ/mol


Computed, not measured: a cluster of 2 separate species, CNO4 in total, with ωB97M-V with the def2-TZVPD basis set.

The geometry in XYZ format:
```
6
Properties=species:S:1:pos:R:3:forces:R:3:mulliken_charge:R:1
C -1.205107 -0.052634 -1.254382 -0.6128 0.9593 -1.2028 0.099
N 0.683699 -0.199510 0.933283 0.5283 0.1864 -0.0953 1.056
O -0.338200 -0.625029 1.429108 -1.8043 -0.6978 0.8303 -0.640
O -1.201418 0.919909 -1.870914 -0.1144 -0.9844 0.6142 -0.248
O 0.681387 0.176465 -0.260254 0.7361 0.3805 -0.5964 -0.581
O 1.712031 -0.128766 1.597743 1.2671 0.1560 0.4501 -0.685
```
Forces are in eV/Å.

2S+1	1
frontier orbital gap	8.8	eV
total charge	-1
HOMO level	-4.43	eV
relative energy (zero: lowest compared OMol25 entry of this formula, charge and spin)	192.1	kJ/mol


Computed, not measured: a cluster of 2 separate species, CO3S3 in total, with ωB97M-V with the def2-TZVPD basis set.

The geometry in XYZ format:
```
7
Properties=species:S:1:pos:R:3:forces:R:3:mulliken_charge:R:1
C -1.239946 -0.303877 -0.262978 -1.5508 1.0365 0.5795 0.659
O 2.252215 -0.342603 1.219583 0.0039 -0.3396 0.4185 -0.393
O 1.254534 1.276778 -0.319171 0.7184 -1.5412 0.0962 -0.474
O -0.305385 -0.983136 -0.429910 0.7912 -1.8391 -0.3736 -0.472
S -2.963219 -0.362514 0.089389 -0.0426 -0.3602 -0.1371 -0.108
S -1.680772 1.337713 -0.091144 0.1403 0.6932 -0.0125 -0.008
S 1.843969 -0.051434 -0.113760 -0.0604 2.3505 -0.5710 0.794
```
Forces are in eV/Å.

2S+1	1
frontier orbital gap	8.6	eV
HOMO level	-9.57	eV
relative energy (zero: lowest compared OMol25 entry of this formula, charge and spin)	40.8	kJ/mol


Computed, not measured: the ion CO4P with charge -1, with ωB97M-V with the def2-TZVPD basis set.

The geometry in XYZ format:
```
6
Properties=species:S:1:pos:R:3:forces:R:3:lowdin_spin:R:1
C 0.940424 0.022002 -0.060545 0.8323 -1.4078 0.4360 0.042
O -2.100877 0.112095 0.744552 -1.8098 0.6739 2.2428 0.487
O 2.111164 -0.117422 0.174022 0.9680 0.1600 0.0997 0.030
O 0.243647 1.080049 -0.197139 -0.3187 1.4748 -0.0757 0.215
O 0.107112 -1.061060 -0.186413 -0.9758 0.8634 -0.7182 0.211
P -1.301468 -0.035663 -0.474478 1.3041 -1.7643 -1.9846 1.015
```
Forces are in eV/Å.

2S+1	3
<S²>	2.007
frontier orbital gap (alpha / beta)	5.0 / 7.8	eV
total charge	-1
HOMO level (alpha / beta)	-0.62 / -6.02	eV
relative energy (zero: lowest compared OMol25 entry of this formula, charge and spin)	67.8	kJ/mol


> 2S+1 of number 4 (CN3O4)?

1